This record from the Open Molecules 2025 dataset describes a structure of composition C5H11NO at a distorted geometry. The level of theory is ωB97M-V with the def2-TZVPD basis set.

Element x y z (Å)
C: -0.1571 -2.3299 0.6152
C: -0.7246 -1.0864 1.1194
C: -2.6533 0.2959 1.3345
C: 2.3311 2.1000 -3.0335
C: 3.5238 2.1259 -2.4091
H: -0.9810 -3.2104 0.4136
H: 0.6154 -2.5961 1.4443
H: 0.5935 -2.1009 -0.1335
H: -2.5898 -1.7597 0.2790
H: -1.9102 0.4274 2.1157
H: -2.7957 1.3816 0.9286
H: -3.5911 -0.2792 1.8357
H: 2.4774 2.4588 -4.1105
H: 1.3712 1.7314 -2.6461
H: 4.4267 2.4128 -3.0833
H: 3.5153 2.0704 -1.2427
N: -1.8515 -0.6096 0.3652
O: -0.2613 -0.3628 1.9855

Properties
Charge   0
Kohn-Sham gap   10.3 eV
E_HOMO   -9.96 eV